No. 1
A cluster of 2 separate species, C2H4FNO in total, computed with wB97M-V/def2-TZVPD.

Computed properties:
Net charge   0
HOMO (alpha / beta)   -10.439 / -8.093 eV

Each line ends with the Löwdin charge.
Positions of all 9 atoms, in Å:
C -1.60051 2.34620 -0.15218  -0.067
C 0.26593 -0.95942 -0.53006  -0.142
N 0.84580 0.31687 -0.80816  0.031
O -2.18067 2.08332 0.83914  0.010
F 1.76557 0.29840 -1.89188  -0.117
H -1.60725 1.94005 -1.14305  0.028
H 1.03543 -1.70686 -0.20870  0.096
H -0.38417 -0.67079 0.21321  0.030
H -0.29766 -1.57079 -1.37675  0.130

Atomic forces in eV per Å
0.23 1.23 1.92
1.48 -2.29 -3.20
0.64 0.58 -1.21
0.15 -0.31 -0.85
-1.10 -0.73 1.09
-0.32 -0.92 -1.08
-0.42 0.69 0.16
-1.64 -0.02 1.94
0.98 1.76 1.23



No. 2
The molecule C20H25N3OS, computed with wB97M-V/def2-TZVPD.

Computed properties:
Net charge   0
HOMO   -7.902 eV

Each line ends with the Löwdin charge.
Positions of all 50 atoms, in Å:
C 4.01132 -0.00982 -6.79209  -0.092
O 3.01342 0.92764 -6.46911  -0.087
C 2.03237 0.55959 -5.59853  -0.279
C 1.93801 -0.68151 -4.97832  -0.012
C 0.89130 -0.94247 -4.11154  -0.030
C -0.07618 0.01517 -3.84573  -0.223
C -1.17660 -0.26871 -2.85783  -0.186
N -0.72755 -0.04359 -1.49503  0.009
C -0.26877 -1.03460 -0.69209  -0.784
S -0.44053 -2.62804 -1.12782  0.686
N 0.33825 -0.68048 0.47167  -0.121
C 0.12335 0.57550 1.16088  -0.124
C -0.96122 0.39982 2.22755  -0.156
N -0.54463 -0.61543 3.17487  -0.176
C -1.46940 -0.72660 4.29036  -0.159
C -1.44495 0.51757 5.13639  -0.233
C -2.61815 1.12813 5.55550  -0.046
C -2.57526 2.26599 6.34349  -0.088
C -1.35748 2.80875 6.71354  -0.096
C -0.18157 2.20733 6.29496  -0.083
C -0.22544 1.06747 5.51418  -0.044
C -0.33862 -1.87945 2.49116  -0.167
C 0.73535 -1.70193 1.41976  -0.188
C 0.02752 1.25676 -4.46355  -0.043
C 1.06346 1.52794 -5.33129  -0.006
H 4.67010 0.49287 -7.49855  0.092
H 3.58751 -0.90164 -7.26487  0.095
H 4.58710 -0.30550 -5.90897  0.095
H 2.66838 -1.45338 -5.16228  0.103
H 0.82564 -1.90847 -3.63402  0.084
H -1.49497 -1.31118 -2.92346  0.066
H -2.03412 0.38644 -3.03880  0.120
H -0.38469 0.89107 -1.32862  0.127
H -0.16108 1.37642 0.47990  0.110
H 1.06257 0.85142 1.65028  0.131
H -1.10549 1.34025 2.76420  0.125
H -1.91236 0.12872 1.73044  0.137
H -1.14434 -1.57592 4.90088  0.131
H -2.50013 -0.93227 3.94980  0.127
H -3.57231 0.71015 5.26617  0.109
H -3.49560 2.73076 6.66588  0.101
H -1.32410 3.69777 7.32593  0.099
H 0.77139 2.62783 6.58174  0.101
H 0.68464 0.59280 5.18021  0.113
H -0.00717 -2.62359 3.21807  0.125
H -1.26411 -2.24512 2.01236  0.126
H 0.89521 -2.63852 0.88580  0.057
H 1.66977 -1.37929 1.88712  0.127
H -0.71684 2.01678 -4.27016  0.110
H 1.14734 2.48581 -5.82003  0.116

Atomic forces in eV per Å
0.15 -0.15 -0.04
-0.25 0.18 0.10
-0.15 0.10 0.08
0.28 0.05 -0.22
-0.11 0.06 -0.01
-0.12 -0.07 0.07
-0.12 -0.02 -0.23
0.12 0.35 0.46
0.05 0.08 -0.06
-0.14 -0.83 -0.22
-0.03 0.08 -0.18
-0.29 0.34 0.13
0.18 0.20 -0.12
-0.07 -0.04 0.06
0.06 -0.07 -0.04
-0.11 0.01 0.06
0.06 -0.09 -0.04
-0.06 0.09 0.08
-0.06 0.09 0.06
0.08 0.01 0.02
-0.02 -0.02 0.02
0.24 -0.03 -0.15
0.03 -0.51 0.24
0.05 -0.13 -0.03
0.23 -0.01 -0.14
-0.02 -0.08 0.05
0.02 0.03 0.03
-0.03 0.00 -0.03
0.09 -0.05 -0.05
-0.02 -0.09 0.07
-0.05 0.25 0.01
0.05 -0.08 -0.03
-0.01 -0.11 0.06
0.07 -0.04 0.05
-0.08 0.08 -0.06
-0.02 -0.01 -0.08
0.04 0.03 0.05
-0.08 -0.01 -0.08
0.06 -0.01 0.06
-0.08 -0.05 -0.05
-0.07 0.04 0.02
0.00 0.07 0.04
0.08 0.03 0.02
0.11 -0.03 -0.05
-0.02 -0.02 -0.01
0.05 -0.01 0.02
0.04 0.19 0.12
-0.03 0.01 0.02
-0.09 0.08 0.01
0.01 0.12 -0.07



No. 3
A structure of composition C42H33N2O5P2Re, computed with wB97M-V/def2-TZVPD.

Computed properties:
Multiplicity   2
Net charge   +3
<S²>   0.779
HOMO (alpha / beta)   -16.378 / -16.387 eV

Each line ends with the Löwdin charge.
Positions of all 85 atoms, in Å:
Re -0.48218 0.12853 -0.59084  1.369
O 1.92272 0.55923 1.54156  -0.062
C 3.15492 0.14783 1.14436  -0.241
C 4.27072 -0.06927 1.94956  0.020
C 5.46482 -0.44767 1.36316  -0.013
C 5.56412 -0.64387 -0.01194  -0.023
C 4.44182 -0.49917 -0.80884  -0.047
C 3.23682 -0.12207 -0.23464  -0.253
P 1.77882 0.17773 -1.26534  1.001
C 2.33482 1.72963 -2.04074  -0.339
C 3.12502 1.72793 -3.18784  -0.081
C 3.49172 2.93873 -3.75254  -0.033
C 3.13042 4.13363 -3.14414  -0.026
C 2.38952 4.13123 -1.97174  -0.034
C 2.00732 2.92733 -1.40414  -0.097
C 1.75042 -1.15787 -2.48834  -0.383
C 1.97402 -2.45657 -2.01194  -0.093
C 2.08542 -3.49877 -2.91044  -0.037
C 1.96512 -3.25617 -4.27294  -0.012
C 1.64612 -1.98667 -4.73674  -0.027
C 1.50922 -0.93687 -3.84614  -0.082
C 1.54142 0.68653 2.85236  -0.246
C 2.23382 1.32133 3.87786  0.022
C 1.69252 1.31493 5.15536  -0.002
C 0.47672 0.69933 5.42626  -0.018
C -0.26178 0.15443 4.38706  -0.036
C 0.26722 0.16023 3.10206  -0.262
P -0.73338 -0.43217 1.71746  1.023
C -0.65178 -2.23337 1.60636  -0.342
C 0.41532 -2.96837 2.12696  -0.051
C 0.45792 -4.33587 1.92326  -0.021
C -0.54268 -4.96857 1.19406  -0.006
C -1.60828 -4.24007 0.68116  -0.033
C -1.65918 -2.87247 0.87256  -0.113
C -2.35288 0.30323 2.06526  -0.369
C -2.34908 1.69283 1.87176  -0.111
C -3.50208 2.41973 2.08966  -0.028
C -4.66378 1.76623 2.48586  -0.009
C -4.65698 0.39383 2.69936  -0.025
C -3.50298 -0.35027 2.49546  -0.060
H 4.21932 0.06003 3.01866  0.115
H 6.33802 -0.57997 1.98226  0.131
H 6.50752 -0.92127 -0.45474  0.127
H 4.49092 -0.69737 -1.86864  0.122
H 3.43282 0.80653 -3.65864  0.105
H 4.04872 2.94733 -4.67774  0.124
H 3.46562 5.07173 -3.56534  0.127
H 2.11762 5.06103 -1.49884  0.122
H 1.45292 2.91013 -0.47474  0.094
H 2.09552 -2.62577 -0.94894  0.108
H 2.28742 -4.49667 -2.55704  0.122
H 2.11132 -4.05887 -4.97834  0.129
H 1.51752 -1.80937 -5.79264  0.127
H 1.24122 0.04933 -4.19924  0.116
H 3.14842 1.86023 3.67896  0.137
H 2.22532 1.81223 5.95016  0.133
H 0.09512 0.67103 6.43596  0.130
H -1.23308 -0.28267 4.56546  0.125
H 1.17382 -2.47037 2.71196  0.119
H 1.26602 -4.91607 2.34126  0.129
H -0.50028 -6.03487 1.03796  0.131
H -2.39448 -4.74127 0.13736  0.125
H -2.49478 -2.28597 0.51676  0.065
H -1.42478 2.18443 1.57256  0.109
H -3.49988 3.48993 1.95056  0.132
H -5.57218 2.33113 2.63616  0.133
H -5.55618 -0.10127 3.03286  0.127
H -3.49458 -1.41297 2.69616  0.118
C -3.85198 -1.95447 -1.68254  0.022
C -3.70568 -0.49817 -1.49244  -0.301
N -2.58088 0.18253 -1.28914  0.022
C -2.92218 1.52133 -1.32124  -0.145
C -4.27988 1.63563 -1.49434  -0.025
N -4.74178 0.35633 -1.58234  0.237
C -5.24868 2.79103 -1.36744  -0.473
O -4.81048 3.97813 -1.65764  0.195
O -6.34818 2.51653 -0.97284  0.166
C -1.86778 2.56173 -1.29574  -0.519
O -2.08958 3.71413 -1.58744  0.165
O -0.68668 2.11073 -0.96664  -0.174
H -2.88058 -2.44117 -1.74114  0.081
H -4.39708 -2.15437 -2.60714  0.115
H -4.43798 -2.39157 -0.87384  0.107
H -5.72208 0.13663 -1.72064  0.206
H -3.85528 4.07643 -1.88704  0.114

Atomic forces in eV per Å
-1.89 2.14 0.95
-0.62 0.66 -0.06
1.25 -0.84 -1.06
-0.58 0.27 0.10
0.07 -0.05 -0.49
-0.08 0.07 0.20
-0.06 -0.16 -0.07
-0.64 -0.18 1.65
2.18 0.40 -1.95
-0.71 -0.14 0.15
-0.27 0.05 -0.25
0.08 -0.02 0.08
0.09 0.03 -0.03
0.15 -0.14 0.15
-0.04 -0.05 -0.07
-0.50 0.17 0.44
-0.01 -0.03 0.05
0.00 -0.05 0.09
-0.04 0.08 -0.03
-0.03 0.06 0.01
-0.10 0.12 -0.08
-0.77 -0.20 0.78
0.01 0.05 -0.57
-0.15 -0.08 -0.04
-0.04 -0.09 -0.13
-0.04 0.02 0.09
0.77 0.19 -0.73
-0.47 -0.56 1.68
-0.22 0.71 -0.54
0.14 0.11 0.08
0.08 0.14 0.06
-0.12 0.11 -0.03
-0.02 -0.05 -0.12
-0.10 0.07 -0.03
0.33 -0.03 -0.50
0.17 -0.15 0.02
-0.04 0.07 0.00
0.09 0.01 -0.04
0.01 -0.13 0.02
0.00 -0.14 -0.11
0.02 0.04 0.03
0.06 -0.05 0.10
0.06 -0.04 -0.05
0.10 -0.02 -0.13
-0.01 -0.05 -0.08
0.15 0.01 0.03
-0.13 0.01 -0.09
0.02 0.10 0.08
0.00 0.15 -0.07
0.13 -0.08 0.04
0.06 -0.12 0.05
-0.03 -0.12 -0.06
-0.03 0.00 -0.11
0.11 0.05 -0.08
0.10 -0.09 -0.01
0.09 0.04 0.09
-0.06 0.03 0.02
-0.13 0.05 0.11
0.16 0.00 0.06
0.08 -0.03 0.05
0.00 -0.13 0.01
-0.07 -0.06 -0.03
-0.09 -0.08 -0.04
-0.16 0.14 0.08
-0.01 0.12 0.00
-0.06 0.02 0.03
-0.07 -0.04 0.07
-0.05 -0.08 -0.04
-0.06 -0.25 -0.05
-0.62 -0.66 -0.21
1.68 -0.15 -0.11
-0.67 0.89 -0.42
0.94 0.53 0.31
0.75 -0.14 0.07
0.16 -0.76 0.03
0.01 0.85 -0.09
0.05 0.12 -0.17
-2.08 0.64 -0.48
0.41 -0.50 0.28
1.64 -2.20 0.79
-0.04 0.02 -0.01
0.07 0.01 -0.01
0.01 -0.06 0.07
-0.05 -0.11 0.08
-0.30 -0.43 0.20



In eV, the energy relative to the best compared isomer or geometry (same formula, charge and spin) values for the records above are, in order, 6.401 1.787 2.048.
In hartree, the E_tot values for the records above are, in order, -308.24765 -1414.80564 -2866.01408.
In eV/Å, the max |F| values for the records above are, in order, 4.2 0.9 3.0.